The following is a DFT calculation (ωB97M-V/def2-TZVPD) of 4 unconnected molecules or ions with the total composition C33H68ClFN4O7P in a non-equilibrium geometry.

The HOMO-LUMO gap (spin up / spin down) comes out at 0.324 / 0.345 Ha. As for the total charge: 0. The calculation puts the HOMO energy (spin up / spin down) at -0.3060 / -0.3369 Eh. The electronic energy comes out at -2945.07790 Ha. The multiplicity is 4.

XYZ file:
```
115
Properties=species:S:1:pos:R:3:forces:R:3
N -0.65769 -3.29937 -0.43980 -0.176 0.313 -0.031
C -1.27066 -2.38417 -1.42522 0.300 -0.861 1.000
C -1.86265 -3.18388 -2.56929 0.229 0.690 -0.311
C -3.16757 -2.66179 -3.09684 0.271 -0.815 -0.567
O -4.30634 -3.08188 -2.29674 0.098 0.873 -0.758
P -4.78229 -2.16500 -1.13483 -1.018 -0.511 -0.016
O -4.28787 -2.49105 0.17045 0.912 -0.257 1.762
O -6.40799 -2.43085 -1.23412 0.210 -0.118 -1.070
F -6.87727 -2.56969 0.06603 -0.467 0.003 0.726
O -4.61601 -0.66968 -1.56883 0.329 -0.002 0.121
C -4.19434 0.23652 -0.52283 0.031 1.668 -0.981
C -3.62511 1.49844 -1.18007 0.206 -0.649 0.225
C -2.79215 1.21627 -2.40400 -0.157 0.431 0.095
Cl -3.75582 1.22434 -3.89970 0.043 -0.191 -0.197
H -1.41038 -3.61061 0.16556 0.038 -0.238 0.058
H -0.03867 -2.76462 0.15850 0.191 -0.084 0.039
H -0.48578 -1.72487 -1.75742 0.195 0.356 -0.343
H -2.02655 -1.79065 -0.92497 -0.358 0.387 -0.041
H -1.91665 -4.23324 -2.34221 -0.187 -0.443 0.337
H -1.17651 -3.10874 -3.40320 0.268 -0.110 -0.364
H -3.32386 -3.10209 -4.06643 -0.360 -0.211 -0.362
H -3.12497 -1.59587 -3.25709 -0.349 0.436 0.250
H -5.04496 0.55734 0.05128 -0.437 -0.335 0.486
H -3.41972 -0.16464 0.10213 0.069 -0.774 0.233
H -2.92806 1.90025 -0.45688 0.061 0.382 0.392
H -4.38545 2.23762 -1.36540 -0.270 0.259 -0.203
H -2.03965 1.97297 -2.51766 0.264 0.431 -0.211
H -2.26996 0.28566 -2.28717 0.110 -0.616 -0.220
C 5.99811 -3.56685 1.98903 0.202 0.069 -0.254
C 4.49777 -3.81998 1.73310 1.348 0.017 0.869
C 4.22713 -5.29557 1.42293 -0.241 -0.265 -0.479
C 4.60010 -5.72050 0.00467 -0.004 0.107 0.042
C 3.94116 -4.79157 -1.01329 -0.176 -0.395 0.346
C 4.27175 -3.32079 -0.76943 1.273 0.324 -1.108
N 3.99311 -2.92675 0.64741 -1.264 -1.400 -0.184
O 2.72897 -2.74393 0.79045 -0.324 0.759 0.251
C 5.74463 -3.07342 -1.15488 0.190 -0.018 0.171
C 3.46591 -2.44541 -1.71987 -0.510 0.237 0.179
C 3.82678 -3.49449 3.06173 -0.484 0.189 -0.020
H 6.59900 -3.44462 1.09470 -0.060 -0.088 -0.029
H 6.13376 -2.65774 2.57585 -0.067 0.029 0.005
H 6.43112 -4.39365 2.55316 -0.094 -0.010 0.074
H 3.16136 -5.49834 1.56716 -0.038 0.143 -0.020
H 4.75464 -5.91533 2.14973 0.043 0.095 0.086
H 5.68691 -5.73148 -0.11773 -0.001 0.048 -0.013
H 4.26319 -6.74441 -0.16794 0.026 -0.013 0.014
H 4.25150 -5.06484 -2.02365 0.037 0.126 -0.051
H 2.85672 -4.93473 -0.97305 -0.020 0.112 0.067
H 6.07592 -2.08812 -0.82383 -0.009 0.011 0.042
H 5.85011 -3.10576 -2.23873 -0.148 0.014 -0.043
H 6.43329 -3.82301 -0.77025 -0.028 0.029 0.055
H 2.39443 -2.61634 -1.62973 0.011 0.001 0.118
H 3.74298 -2.66653 -2.74959 0.136 -0.074 0.011
H 3.66272 -1.38712 -1.53994 -0.005 0.012 -0.016
H 3.91555 -2.43453 3.30016 0.001 0.022 -0.036
H 4.31635 -4.06249 3.85287 0.114 -0.032 -0.039
H 2.77132 -3.75758 3.06837 -0.012 0.042 -0.065
C -7.13497 0.58144 4.98535 -0.294 0.131 0.130
C -6.37620 1.33983 3.87656 -0.231 -1.151 1.175
C -5.36129 2.32075 4.47102 0.038 0.616 -0.065
C -5.97569 3.60984 5.01299 -0.040 -0.083 -0.083
C -6.85078 4.26668 3.94565 0.513 -0.070 0.107
C -7.92481 3.32566 3.40325 -1.364 0.397 0.844
N -7.33203 2.02778 2.95820 1.572 1.050 -0.389
O -6.78486 2.18192 1.80266 -0.330 -0.364 -0.559
C -9.00062 3.12348 4.48932 0.016 -0.173 0.167
C -8.65611 3.98798 2.24243 0.207 -0.060 -0.463
C -5.60582 0.25727 3.13768 0.125 0.009 -0.565
H -7.97063 1.12051 5.41792 0.079 0.074 0.002
H -7.54149 -0.35153 4.59459 0.015 0.001 -0.073
H -6.45918 0.33177 5.80381 0.092 -0.033 -0.074
H -4.63468 2.59165 3.69815 -0.089 -0.037 -0.110
H -4.79503 1.81678 5.25535 -0.043 -0.125 -0.015
H -6.54931 3.40723 5.92146 -0.044 -0.010 -0.029
H -5.17937 4.29841 5.30210 0.000 -0.011 0.031
H -7.32969 5.15914 4.35296 -0.127 -0.019 -0.038
H -6.21135 4.60605 3.12470 -0.030 -0.098 -0.077
H -9.68302 2.31705 4.21947 0.024 -0.045 -0.006
H -9.59312 4.03167 4.59292 0.039 0.072 -0.129
H -8.59558 2.92303 5.47863 0.024 -0.052 -0.040
H -7.97836 4.29034 1.44736 0.028 -0.112 -0.018
H -9.16433 4.88327 2.59703 -0.007 -0.011 0.130
H -9.40420 3.31640 1.81943 0.013 -0.021 -0.008
H -6.27691 -0.42922 2.62149 -0.025 0.019 -0.026
H -5.01687 -0.32374 3.84683 -0.062 0.038 0.144
H -4.91830 0.67327 2.40468 -0.026 0.022 -0.015
C 7.47112 1.83311 -3.39286 0.105 0.163 0.266
C 5.96359 1.77183 -3.71585 1.596 -0.200 -0.294
C 5.52570 2.97269 -4.55959 -0.408 0.429 0.108
C 5.36316 4.27033 -3.77132 0.011 -0.115 0.032
C 4.44321 4.04666 -2.57233 -0.048 0.045 -0.518
C 4.91482 2.90619 -1.67278 0.812 0.743 1.245
N 5.16173 1.65941 -2.46096 -1.319 0.712 -1.149
O 4.03788 1.08905 -2.71971 -0.133 -0.694 0.343
C 6.17526 3.36440 -0.91169 0.218 -0.031 -0.091
C 3.87670 2.63672 -0.59053 -0.368 -0.331 -0.117
C 5.81070 0.52058 -4.57191 -0.452 -0.258 0.031
H 7.73247 2.46513 -2.55149 -0.068 0.066 -0.054
H 7.84798 0.83752 -3.15652 -0.060 -0.044 0.002
H 8.02855 2.20303 -4.25399 -0.061 -0.064 -0.080
H 4.56630 2.74218 -5.03334 -0.033 -0.103 0.098
H 6.23825 3.11629 -5.37307 0.075 -0.109 0.013
H 6.33828 4.64930 -3.45336 -0.003 -0.026 0.044
H 4.93420 5.03728 -4.41886 0.029 0.010 -0.011
H 4.37075 4.96178 -1.98157 0.022 -0.048 0.125
H 3.43362 3.83306 -2.93693 0.010 -0.127 0.018
H 6.65305 2.52572 -0.40428 0.015 -0.037 -0.030
H 5.90000 4.09274 -0.14996 -0.150 -0.022 0.007
H 6.91262 3.86051 -1.53880 -0.005 -0.064 -0.026
H 2.89687 2.41312 -1.00638 0.044 -0.099 -0.052
H 3.77142 3.51882 0.03909 0.107 0.073 -0.020
H 4.18011 1.80097 0.04169 -0.001 -0.022 -0.015
H 6.03154 -0.37994 -3.99807 -0.014 0.008 0.045
H 6.51313 0.57382 -5.40368 0.094 0.079 0.032
H 4.81023 0.42209 -4.98757 -0.031 0.003 0.073
```
Forces are in eV/Å.

The following is a DFT calculation (ωB97M-V/def2-TZVPD) of 3 unconnected molecules or ions with the total composition C33H68F9N7O7P3S in a non-equilibrium geometry.

The HOMO-LUMO gap comes out at 0.274 Ha. As for the total charge: +1. The calculation puts the HOMO energy at -0.3615 Eh. The electronic energy comes out at -4528.82262 Ha.

XYZ file:
```
128
Properties=species:S:1:pos:R:3:forces:R:3
C 1.02792 -2.16342 1.82677 -0.105 -0.069 -0.970
C 0.97121 -1.25369 0.56413 -0.694 -0.932 0.078
C -0.45335 -0.67162 0.50621 0.625 -0.370 1.179
O -0.55781 0.60347 -0.17462 -0.716 -0.444 0.263
N -0.94687 0.48005 -1.49950 0.659 0.817 -1.765
C 0.16888 1.08205 -2.34780 1.380 0.540 -0.422
C 0.14568 0.57753 -3.80474 -0.630 -0.550 0.257
C 1.36114 -0.24295 -4.19527 -0.018 0.539 -0.653
C 1.94771 0.02176 -5.42858 -0.143 0.154 -0.196
C 3.02822 -0.72613 -5.83884 0.768 -0.318 -0.768
C 3.56757 -1.73482 -5.05813 0.007 -0.297 0.216
C 2.99763 -2.01372 -3.82604 0.180 -0.057 0.588
C 3.48485 -3.11001 -2.89903 -0.400 -0.450 -0.713
C 1.90712 -1.25451 -3.43182 -0.616 -0.103 0.861
C 0.21053 2.62256 -2.19012 -0.141 0.355 0.243
C 1.24493 3.27522 -3.10342 -0.288 0.275 -0.548
C 1.60229 4.74232 -2.73741 0.720 -0.316 0.084
C 3.05011 4.85358 -2.17580 -0.772 -0.507 0.015
C 3.01603 4.41803 -0.69273 0.750 0.673 0.142
C 4.38910 3.92486 -0.13278 -2.636 1.061 -1.447
F 4.35313 4.20048 1.19276 1.030 -0.571 -0.235
F 5.33918 4.64107 -0.77009 0.502 -0.472 0.650
C 4.46317 2.39246 -0.41933 0.324 -0.415 1.010
F 3.96657 2.05025 -1.61392 0.287 0.588 -0.091
F 3.65907 1.80465 0.49032 0.005 0.172 -0.203
S 6.17472 1.60061 -0.25661 0.767 -1.972 0.060
F 5.72451 0.38373 -1.20936 -0.044 0.317 0.256
F 6.69487 2.35816 -1.54790 -0.246 0.440 0.424
F 6.66484 2.73910 0.72554 -0.248 0.130 -0.350
F 5.70089 0.71749 0.99446 0.124 0.473 -0.149
F 7.59837 0.91626 -0.11816 -0.268 0.301 -0.165
O -1.05793 3.23525 -2.46044 0.358 -0.418 0.726
C -1.97376 2.75238 -1.47621 0.076 -0.406 -1.315
C -2.18592 1.25177 -1.82630 -0.849 0.935 1.472
P -3.74427 0.54452 -1.11322 -2.462 -1.320 -0.478
O -4.42463 -0.29758 -2.10040 0.836 -0.135 -0.850
O -4.71839 1.75821 -0.73353 1.389 0.091 0.433
O -3.53986 -0.26752 0.23717 0.909 0.845 -0.034
H 0.08750 -2.73555 1.85593 0.194 0.200 0.317
H 1.80717 -2.91780 1.67148 0.041 0.321 0.395
H 1.17275 -1.58840 2.74506 -0.026 -0.211 -0.117
H 1.07493 -1.95156 -0.28155 0.359 0.495 -0.022
H 1.76578 -0.50077 0.56025 -0.258 -0.025 -0.062
H -1.16231 -1.42624 0.13314 0.144 0.372 -0.271
H -0.77054 -0.47856 1.53903 -0.069 0.361 -0.340
H -1.04161 -0.49101 -1.82732 -0.065 -0.120 0.537
H 1.09877 0.73840 -1.87206 -0.349 -0.141 -0.040
H -0.76210 -0.04097 -3.95019 0.233 0.109 -0.040
H 0.04058 1.40077 -4.51854 -0.070 -0.084 0.315
H 1.55896 0.78408 -6.10379 -0.001 -0.068 0.289
H 3.49064 -0.55761 -6.81135 -0.222 0.161 0.187
H 4.40622 -2.33541 -5.40446 -0.089 0.233 -0.016
H 3.21859 -2.92188 -1.85377 0.291 0.118 -0.189
H 4.55146 -3.31736 -3.02641 -0.159 0.190 0.224
H 2.95625 -4.03420 -3.18709 0.205 0.140 0.148
H 1.44842 -1.50801 -2.47021 0.113 0.119 -0.140
H 0.42468 2.85104 -1.13006 0.172 -0.204 -0.244
H 0.79717 3.30642 -4.10856 0.056 -0.161 0.258
H 2.15016 2.66173 -3.21031 -0.213 0.065 0.237
H 0.89847 5.12256 -1.98340 0.075 0.027 -0.273
H 1.51434 5.37082 -3.63087 -0.072 -0.143 0.230
H 3.41466 5.87750 -2.30456 -0.017 -0.191 0.335
H 3.73713 4.20850 -2.73906 -0.266 0.174 -0.043
H 2.78482 5.30997 -0.09296 -0.006 -0.297 -0.014
H 2.24260 3.67844 -0.46216 0.186 0.047 -0.168
H -1.60600 2.90279 -0.45313 -0.220 0.053 -0.142
H -2.91166 3.27528 -1.67691 0.176 -0.054 0.401
H -2.32760 1.24853 -2.91468 0.082 -0.429 0.251
H -5.06075 2.11733 -1.56632 -0.300 -0.046 0.179
H -3.39622 -1.21090 0.02270 -0.471 0.016 0.077
O -0.86348 3.64567 4.74207 -1.113 -2.184 2.265
P 0.46112 3.17141 5.30496 3.611 3.673 -3.634
N 1.08177 4.69632 5.81706 0.761 0.368 0.354
C 1.67587 5.68083 4.93976 0.016 -0.041 -0.576
C 0.30537 5.32361 6.87713 -0.388 -0.456 0.151
N 1.09661 2.55357 3.83689 -0.492 -0.590 -0.501
C 2.35263 2.92360 3.22378 0.402 -0.216 0.436
C 0.14603 2.19193 2.80197 -0.446 0.366 -0.016
N 1.78710 2.33171 6.13733 -1.931 -1.195 1.532
C 1.28891 1.12739 6.83174 0.057 -0.325 -0.388
C 2.80830 2.96774 6.95980 -0.074 0.589 0.275
H 2.24181 6.41035 5.52481 -0.192 0.016 0.162
H 0.94281 6.22469 4.32755 0.004 0.036 0.005
H 2.41627 5.24589 4.26911 -0.149 -0.158 -0.022
H 0.29044 4.67867 7.76556 -0.084 0.016 -0.021
H -0.73254 5.50392 6.57545 0.000 0.050 0.033
H 0.73848 6.27626 7.18194 0.197 -0.077 -0.108
H 2.24797 3.84125 2.63119 0.025 -0.005 -0.020
H 2.69314 2.13498 2.55286 -0.065 -0.075 0.018
H 3.15251 3.06461 3.95011 -0.122 0.089 0.138
H -0.19747 3.07438 2.23911 -0.090 -0.087 -0.071
H -0.73048 1.70156 3.22329 -0.022 0.160 0.000
H 0.59717 1.49096 2.09398 0.292 0.041 0.058
H 0.71526 1.38874 7.72567 0.083 -0.116 0.091
H 2.10851 0.46826 7.12121 0.049 0.092 -0.024
H 0.63499 0.55367 6.16629 -0.026 0.092 -0.022
H 2.40409 3.44334 7.85836 0.114 0.050 0.030
H 3.37464 3.70247 6.39205 -0.224 0.100 -0.024
H 3.53022 2.21139 7.28139 -0.252 -0.224 -0.081
O -3.62401 -3.84597 -0.70711 1.111 -0.613 3.274
P -4.32117 -5.20872 -0.61980 -2.448 0.516 -6.156
N -3.53784 -5.89669 -2.00094 0.113 -0.835 -0.562
C -3.88745 -5.60995 -3.37512 -0.350 0.383 -0.168
C -2.10460 -6.06952 -1.84249 -0.010 0.076 0.565
N -5.90416 -4.63366 -0.86122 -0.001 0.500 0.753
C -6.78580 -5.02810 -1.94053 -0.283 -0.506 0.192
C -6.16822 -3.26516 -0.43898 0.200 0.468 -0.323
N -5.02122 -6.79809 -0.23348 1.463 0.115 2.331
C -4.96295 -7.05547 1.21997 -0.490 0.214 0.153
C -4.75468 -8.04088 -0.94668 0.500 -0.123 -0.367
H -3.45982 -6.36882 -4.03593 0.223 0.015 0.127
H -3.54835 -4.62242 -3.71908 0.003 0.005 -0.028
H -4.95878 -5.67583 -3.55278 -0.009 0.124 0.185
H -1.89623 -6.74184 -0.99940 0.058 0.080 0.028
H -1.59336 -5.11754 -1.64733 0.061 -0.015 -0.034
H -1.65325 -6.51886 -2.72737 -0.205 -0.064 -0.051
H -6.58293 -4.44970 -2.84919 -0.015 0.017 0.006
H -7.82730 -4.85174 -1.66254 0.018 0.052 0.073
H -6.71092 -6.08981 -2.17305 0.178 -0.005 0.056
H -5.80830 -2.53810 -1.17899 -0.043 0.076 0.075
H -5.69139 -3.04241 0.51369 0.046 -0.050 -0.059
H -7.23968 -3.10678 -0.30064 -0.037 -0.222 -0.085
H -3.94291 -7.27811 1.54618 -0.054 -0.146 0.074
H -5.61073 -7.88595 1.50210 0.004 -0.005 -0.106
H -5.31063 -6.17547 1.77082 0.036 0.046 -0.077
H -3.71272 -8.36612 -0.87174 -0.024 -0.099 -0.073
H -5.02931 -7.96298 -1.99603 0.166 0.186 0.012
H -5.38012 -8.83433 -0.52782 -0.026 0.213 0.282
```
Forces are in eV/Å.